# 1
The following is a DFT calculation (the ωB97M-V functional and the def2-TZVPD basis) of 2 unconnected molecules or ions with the total composition C38H39N2O2S at a distorted geometry.

```
82
Properties=species:S:1:pos:R:3:forces:R:3:lowdin_charge:R:1
C 2.019 2.671 4.262 -0.1 0.1 0.4 0.00
N 1.857 1.915 3.040 0.6 0.0 -0.9 -0.04
C 2.736 1.995 1.986 0.8 0.6 1.1 -0.39
O 3.755 2.679 1.968 -1.5 -0.9 -0.4 0.09
C 2.239 1.041 0.901 -0.3 0.7 -0.4 -0.15
C 3.231 -0.070 0.565 0.3 0.2 0.1 -0.07
C 3.624 -0.808 1.817 0.4 -0.4 0.0 -0.23
C 4.669 -0.323 2.609 -0.1 0.1 0.1 -0.04
C 4.971 -0.930 3.824 -0.1 -0.1 0.1 -0.06
C 4.235 -2.039 4.256 -0.1 0.1 -0.2 -0.07
C 3.241 -2.571 3.429 0.1 -0.1 0.1 -0.07
C 2.956 -1.972 2.203 -0.1 0.2 0.2 -0.05
N 1.010 0.512 1.498 -1.3 -1.9 -1.1 0.04
C 0.215 -0.390 0.904 1.5 1.6 0.2 0.00
C -0.797 -1.033 1.609 -1.3 -1.1 0.6 -0.06
C -1.945 -1.589 1.077 1.2 1.0 -0.2 0.03
C -3.085 -1.779 1.965 -0.9 -0.3 1.4 -0.21
C -4.274 -1.014 1.881 0.5 -0.2 -0.2 -0.03
C -5.270 -1.154 2.848 0.0 -0.4 0.1 -0.07
C -5.153 -2.142 3.843 0.3 0.1 0.0 -0.06
C -3.957 -2.860 3.973 -0.4 0.3 -0.2 -0.05
C -2.915 -2.614 3.086 0.2 0.1 -0.2 -0.03
C 0.797 0.937 2.892 0.7 0.2 0.9 -0.24
C -0.565 1.506 3.144 -0.4 0.4 -0.5 -0.04
C -0.967 2.637 2.542 0.4 -0.8 0.3 -0.03
C -2.310 3.173 2.619 -1.4 0.7 0.0 -0.22
C -2.634 4.342 1.891 0.1 -0.4 0.3 -0.04
C -3.911 4.894 1.947 -0.4 -0.2 0.3 -0.07
C -4.899 4.297 2.752 0.5 -0.1 -0.2 -0.07
C -4.604 3.121 3.460 0.2 0.1 -0.1 -0.07
C -3.328 2.555 3.384 0.1 0.4 -0.3 -0.03
H 2.844 3.382 4.141 -0.3 -0.2 -0.1 0.10
H 1.082 3.204 4.466 0.3 0.0 0.1 0.09
H 2.242 2.007 5.112 0.0 0.1 -0.3 0.11
H 1.980 1.646 0.015 0.1 -0.3 0.2 0.18
H 2.774 -0.749 -0.165 0.1 0.1 0.0 0.11
H 4.105 0.415 0.114 -0.2 -0.2 0.0 0.14
H 5.228 0.552 2.272 -0.1 -0.2 0.2 0.12
H 5.777 -0.530 4.441 -0.2 -0.1 -0.2 0.11
H 4.434 -2.483 5.233 0.0 0.1 -0.4 0.11
H 2.676 -3.457 3.723 0.2 0.2 0.0 0.11
H 2.192 -2.408 1.556 0.1 0.1 0.3 0.07
H 0.352 -0.515 -0.177 0.0 0.0 0.4 0.15
H -0.724 -1.040 2.704 -0.2 0.3 -0.5 0.13
H -2.063 -1.750 -0.001 0.0 0.4 0.3 0.12
H -4.357 -0.262 1.093 -0.2 -0.2 0.2 0.12
H -6.158 -0.514 2.820 0.4 -0.3 -0.1 0.11
H -5.976 -2.342 4.541 0.4 0.2 -0.3 0.11
H -3.836 -3.615 4.753 0.0 0.4 -0.2 0.11
H -1.935 -3.068 3.243 -0.4 0.0 -0.1 0.09
H 0.972 0.091 3.586 0.1 0.1 -0.4 0.17
H -1.232 0.912 3.769 0.2 0.2 -0.1 0.11
H -0.266 3.206 1.926 -0.1 -0.2 0.1 0.13
H -1.856 4.808 1.282 -0.3 -0.1 0.2 0.11
H -4.145 5.801 1.381 0.1 -0.4 0.2 0.11
H -5.892 4.746 2.828 0.3 -0.2 -0.1 0.11
H -5.369 2.649 4.085 0.3 0.2 -0.3 0.11
H -3.106 1.631 3.920 -0.2 0.3 -0.1 0.10
C 1.503 -5.231 -0.557 0.5 0.4 -0.3 -0.22
S 0.469 -3.762 -0.250 0.0 -0.8 -0.3 0.99
C -0.116 -3.528 -1.949 0.3 0.1 0.1 -0.24
C -0.904 -4.422 0.482 -1.0 -0.1 0.6 -0.38
C -0.799 -4.765 1.852 0.6 0.9 0.4 -0.50
C -1.878 -5.612 2.459 -0.3 -0.6 0.4 -0.17
C -2.680 -6.484 1.708 -0.1 0.0 0.3 -0.03
C -3.640 -7.291 2.338 0.1 0.1 0.2 -0.07
C -3.813 -7.227 3.729 0.3 0.2 -0.1 -0.07
C -3.012 -6.359 4.490 0.1 -0.2 -0.4 -0.08
C -2.041 -5.590 3.854 0.0 -0.1 -0.1 -0.06
O 0.133 -4.327 2.586 -0.6 -0.4 -0.9 -0.05
H 2.372 -4.858 -1.107 0.1 -0.3 0.0 0.06
H 1.817 -5.653 0.402 -0.2 0.2 -0.1 0.07
H 0.939 -5.962 -1.149 0.1 0.3 0.2 0.07
H 0.693 -3.041 -2.502 -0.2 -0.2 0.0 0.06
H -0.351 -4.506 -2.384 -0.1 0.3 0.1 0.07
H -0.991 -2.873 -1.931 0.1 -0.2 0.0 0.05
H -1.761 -4.673 -0.129 0.2 -0.1 -0.1 0.08
H -2.521 -6.572 0.633 -0.1 0.0 0.3 0.11
H -4.234 -7.994 1.743 0.3 0.4 0.3 0.11
H -4.544 -7.867 4.227 0.2 0.2 -0.2 0.11
H -3.115 -6.303 5.578 0.0 -0.1 -0.4 0.11
H -1.373 -4.959 4.438 -0.1 -0.1 -0.1 0.12
```
Forces are in eV/Å.

The calculation puts the strongest force on any atom at 2.541 eV/A. For the HOMO energy, the calculation gives -0.38606 Ha. The frontier orbital gap comes out at 6.28 eV. As for the total charge: +1.

---

# 2
The following is a DFT calculation (the ωB97M-V functional and the def2-TZVPD basis) of CH3ClN2O2 in the gas phase at a distorted geometry.

```
9
Properties=species:S:1:pos:R:3:forces:R:3:nbo_charge:R:1
C -0.336 1.593 0.247 -0.9 0.1 0.1 -0.23
N 0.371 -2.008 0.819 0.3 -0.7 1.2 -0.69
N 0.040 0.542 -0.455 2.7 1.3 0.7 0.32
O 1.262 0.243 -0.744 -2.0 0.3 -0.1 -0.54
O -0.939 -0.225 -0.899 -0.7 -0.6 -0.6 -0.45
Cl -0.601 -2.061 -0.349 -0.6 0.6 -0.7 0.80
H -1.403 1.570 0.562 1.1 0.2 -0.4 0.21
H 0.315 2.489 0.404 -0.4 -1.5 -0.2 0.22
H 1.290 -2.143 0.415 0.5 0.3 -0.1 0.35
```
Forces are in eV/Å.

The calculation puts the strongest force on any atom at 3.044 eV/A. For the HOMO energy, the calculation gives -0.32397 Ha. The frontier orbital gap comes out at 7.31 eV.

---

# 3
The following is a DFT calculation (the ωB97M-V functional and the def2-TZVPD basis) of 12 unconnected molecules or ions with the total composition C22H52Cl22NOP2.

```
100
Properties=species:S:1:pos:R:3:forces:R:3:lowdin_charge:R:1
N 2.901 -0.888 0.708 0.1 0.4 0.3 -0.27
P 2.005 0.004 1.913 0.0 -0.3 0.8 0.55
O 2.315 1.600 1.527 0.2 0.0 -0.4 -0.44
P -0.135 -0.357 1.166 -0.1 -0.2 -0.1 0.01
H 3.794 -1.073 1.149 0.1 -0.3 -0.4 -0.10
H 2.417 -1.761 0.513 -0.1 0.1 -0.2 -0.01
H 1.944 1.786 0.651 -0.2 0.2 -0.1 0.01
H -0.137 0.990 0.514 0.0 0.0 -0.1 -0.12
H 0.409 -0.977 -0.091 -0.1 -0.1 0.1 -0.10
H -0.055 -1.681 1.876 0.1 0.0 0.0 -0.12
H -0.598 0.284 2.431 0.0 -0.1 0.0 -0.11
H -1.481 -0.649 0.730 0.0 0.1 0.0 -0.17
Cl 7.013 -3.560 1.472 0.0 0.0 0.0 0.52
C 6.557 -3.332 3.183 0.0 0.0 0.1 -0.67
C 5.322 -2.486 3.343 -0.2 0.0 0.0 -0.64
Cl 5.593 -0.792 2.873 0.3 0.0 0.0 0.58
H 7.407 -2.888 3.694 0.0 0.0 0.0 0.06
H 6.372 -4.322 3.596 0.0 0.0 0.0 0.07
H 5.019 -2.480 4.388 0.0 0.0 0.0 0.08
H 4.494 -2.860 2.744 0.0 0.0 0.0 0.07
Cl -3.623 0.628 -0.143 0.1 0.3 -0.1 0.54
C -4.072 2.023 -1.163 -0.3 0.0 0.2 -0.68
C -3.090 2.305 -2.269 0.1 0.0 0.0 -0.67
Cl -1.542 2.922 -1.638 0.0 0.0 -0.1 0.56
H -4.171 2.889 -0.512 0.0 0.0 0.0 0.03
H -5.047 1.794 -1.593 0.0 0.0 -0.1 0.06
H -3.505 3.075 -2.921 0.0 0.0 0.0 0.06
H -2.882 1.421 -2.865 0.1 0.0 0.1 0.01
Cl 1.940 1.584 5.324 0.0 0.0 0.1 0.52
C 2.994 2.749 4.485 -0.1 0.1 -0.1 -0.67
C 4.450 2.394 4.599 -0.1 0.0 -0.2 -0.65
Cl 5.064 2.557 6.277 0.0 0.0 0.0 0.51
H 2.793 3.729 4.906 0.0 0.0 0.0 0.01
H 2.702 2.743 3.434 0.0 -0.1 0.0 0.05
H 5.042 3.067 3.983 0.0 0.1 0.0 0.06
H 4.613 1.376 4.267 0.1 -0.1 0.1 0.01
Cl 4.131 6.058 4.618 0.1 0.2 0.0 0.58
C 3.677 6.219 6.334 0.1 -0.2 0.1 -0.66
C 2.366 6.935 6.514 -0.1 0.0 0.0 -0.66
Cl 2.468 8.663 6.067 0.0 0.0 0.0 0.52
H 4.487 6.733 6.845 0.0 0.0 0.0 0.07
H 3.598 5.208 6.733 0.0 0.0 0.0 0.05
H 2.073 6.895 7.561 0.0 0.0 0.0 0.07
H 1.583 6.484 5.910 0.0 0.0 0.0 0.07
Cl -3.801 -1.095 -2.856 -0.1 -0.2 -0.1 0.59
C -3.956 -2.092 -4.325 -0.1 0.0 0.0 -0.65
C -2.692 -2.857 -4.608 0.1 -0.1 0.0 -0.69
Cl -1.351 -1.779 -5.088 0.0 0.0 0.0 0.54
H -4.213 -1.440 -5.156 0.0 0.0 0.0 0.07
H -4.774 -2.790 -4.157 0.0 0.0 0.0 0.07
H -2.844 -3.552 -5.432 -0.1 0.1 0.0 0.00
H -2.370 -3.416 -3.732 0.0 0.1 0.0 0.06
Cl -2.992 -6.804 -3.092 0.0 0.0 0.0 0.55
C -2.036 -7.474 -4.443 -0.1 0.0 0.1 -0.71
C -1.742 -6.442 -5.494 0.0 0.1 0.0 -0.70
Cl -3.220 -5.923 -6.361 -0.1 -0.2 -0.1 0.56
H -2.586 -8.315 -4.854 0.0 0.0 0.0 0.05
H -1.102 -7.834 -4.020 0.0 0.1 0.1 0.02
H -1.063 -6.853 -6.237 0.0 0.0 0.0 0.02
H -1.293 -5.556 -5.054 -0.1 0.0 0.0 0.02
Cl -0.081 -9.658 -5.776 0.1 -0.1 -0.1 0.61
C -0.909 -10.625 -7.025 -0.1 -0.1 0.0 -0.64
C -0.258 -10.470 -8.374 0.0 0.0 -0.1 -0.66
Cl -0.471 -8.826 -9.026 0.0 0.0 0.0 0.55
H -1.949 -10.309 -7.052 0.0 0.1 0.0 0.07
H -0.865 -11.665 -6.708 0.0 0.0 0.0 0.07
H -0.717 -11.160 -9.080 0.0 0.0 0.0 0.07
H 0.809 -10.672 -8.323 0.0 0.0 0.0 0.07
Cl -0.130 0.013 10.835 0.0 0.0 0.0 0.52
C -0.913 0.922 9.511 -0.1 0.0 0.0 -0.67
C 0.038 1.249 8.392 0.0 0.0 -0.2 -0.68
Cl 1.280 2.430 8.877 0.0 0.1 0.1 0.51
H -1.341 1.824 9.941 0.0 0.0 0.0 0.06
H -1.717 0.296 9.128 0.0 0.0 0.0 0.07
H -0.512 1.691 7.563 0.0 0.0 0.0 0.07
H 0.553 0.363 8.030 0.0 0.0 0.0 0.06
Cl 1.395 -6.727 -2.179 0.0 0.0 0.0 0.56
C 2.431 -7.327 -3.496 0.0 -0.1 0.0 -0.67
C 2.812 -6.240 -4.467 0.1 0.0 0.0 -0.64
Cl 1.397 -5.654 -5.378 0.2 0.0 -0.1 0.60
H 1.893 -8.126 -4.000 0.0 0.0 0.0 0.03
H 3.330 -7.740 -3.041 0.0 0.0 0.0 0.07
H 3.525 -6.635 -5.189 0.0 0.0 0.0 0.07
H 3.255 -5.384 -3.964 -0.1 0.0 0.0 0.07
Cl -5.947 5.356 -0.921 0.0 0.0 0.0 0.55
C -4.850 6.599 -1.587 0.0 0.1 0.0 -0.67
C -3.408 6.167 -1.576 0.1 0.0 -0.1 -0.67
Cl -2.743 6.035 0.065 -0.1 0.0 0.1 0.54
H -4.980 7.509 -1.009 -0.1 -0.2 0.0 -0.03
H -5.169 6.782 -2.612 0.0 0.0 0.0 0.07
H -2.811 6.910 -2.102 0.0 0.0 0.0 0.06
H -3.269 5.202 -2.058 0.0 0.0 0.0 0.02
Cl -4.762 9.783 -0.104 0.0 0.2 0.1 0.59
C -3.648 11.166 -0.261 0.0 0.1 0.0 -0.65
C -2.576 10.907 -1.288 0.1 0.0 0.0 -0.67
Cl -1.453 9.625 -0.778 0.0 0.0 0.0 0.56
H -3.224 11.359 0.721 0.0 -0.1 0.0 0.07
H -4.242 12.026 -0.564 0.0 0.0 0.0 0.07
H -1.992 11.813 -1.438 0.0 0.0 0.0 0.07
H -3.011 10.606 -2.238 0.0 0.0 0.0 0.07
```
Forces are in eV/Å.

The calculation puts the strongest force on any atom at 0.878 eV/A. For the HOMO energy, the calculation gives -0.09740 Ha. The frontier orbital gap comes out at 4.11 eV. As for the total charge: -1.

---

# 4
The following is a DFT calculation (the ωB97M-V functional and the def2-TZVPD basis) of 4 unconnected molecules or ions with the total composition C19H23ClFN4O.

```
49
Properties=species:S:1:pos:R:3:forces:R:3:nbo_charge:R:1
F 1.514 2.506 2.003 -0.1 0.0 0.3 -0.32
C 1.565 1.933 0.777 0.5 0.4 -0.3 0.33
C 2.552 0.798 0.730 -0.5 -0.3 0.0 -0.12
O 2.141 -0.176 1.662 0.1 0.0 -0.2 -0.48
C 1.053 -0.886 1.135 -0.1 -0.2 0.4 -0.11
C -0.159 -0.001 0.783 -0.2 -0.3 -0.4 -0.09
Cl -1.424 -0.014 2.012 0.1 0.0 -0.1 0.04
N 0.180 1.449 0.474 0.1 -0.4 0.3 -0.59
H 1.827 2.706 0.050 -0.3 0.0 -0.1 0.20
H 3.553 1.157 0.962 -0.1 -0.1 0.1 0.25
H 2.523 0.371 -0.285 0.3 0.2 0.0 0.18
H 1.348 -1.470 0.252 0.0 0.2 -0.1 0.19
H 0.730 -1.602 1.891 0.0 0.1 0.0 0.25
H -0.623 -0.404 -0.118 0.0 0.2 0.0 0.24
H -0.014 1.647 -0.532 -0.1 0.4 -0.6 0.49
H -0.467 2.027 1.019 0.0 0.0 -0.1 0.46
N -2.472 -0.348 5.928 0.0 0.0 0.0 -0.42
C -2.601 -0.388 7.252 0.0 0.0 0.0 0.04
C -2.103 0.591 8.100 0.0 0.0 0.0 -0.25
C -1.431 1.668 7.545 0.0 0.0 0.0 -0.16
C -1.287 1.723 6.167 0.0 0.0 0.0 -0.26
C -1.826 0.694 5.411 -0.1 -0.1 0.0 0.03
H -3.130 -1.246 7.651 0.0 0.0 0.0 0.20
H -2.239 0.508 9.169 0.0 0.0 0.0 0.23
H -1.028 2.451 8.174 0.0 0.0 0.0 0.22
H -0.770 2.545 5.690 0.0 0.0 0.0 0.22
H -1.741 0.689 4.330 0.0 0.2 0.2 0.17
N -0.258 2.220 -2.308 0.0 -0.4 0.3 -0.52
C -1.039 3.136 -2.888 0.0 0.1 0.1 0.04
C -1.584 2.973 -4.149 0.1 0.0 0.0 -0.24
C -1.307 1.808 -4.848 0.0 0.0 0.0 -0.14
C -0.493 0.851 -4.261 -0.1 0.1 -0.2 -0.23
C 0.001 1.103 -2.998 0.0 0.0 0.0 0.02
H -1.229 4.035 -2.313 0.0 0.0 0.0 0.20
H -2.212 3.745 -4.571 0.0 0.0 0.0 0.24
H -1.719 1.649 -5.836 0.0 0.0 0.0 0.23
H -0.244 -0.076 -4.756 0.0 0.0 0.1 0.25
H 0.639 0.368 -2.514 0.0 0.0 -0.1 0.18
N 0.510 -2.319 -3.943 0.1 0.0 0.1 -0.46
C 0.288 -2.988 -5.074 0.0 0.1 0.0 0.04
C 0.903 -4.189 -5.389 0.0 0.0 0.0 -0.24
C 1.802 -4.729 -4.484 0.0 0.0 0.0 -0.16
C 2.046 -4.047 -3.303 0.0 0.0 0.0 -0.24
C 1.377 -2.855 -3.084 0.0 0.0 0.0 0.03
H -0.421 -2.537 -5.761 0.0 0.0 0.0 0.19
H 0.681 -4.687 -6.323 0.0 0.0 0.0 0.23
H 2.303 -5.664 -4.695 0.0 0.0 0.0 0.23
H 2.740 -4.430 -2.568 0.0 0.0 0.0 0.23
H 1.544 -2.295 -2.168 0.0 0.0 0.0 0.16
```
Forces are in eV/Å.

The calculation puts the strongest force on any atom at 0.754 eV/A. For the HOMO energy, the calculation gives -0.42334 Ha. The frontier orbital gap comes out at 9.09 eV. As for the total charge: +1.

---

Question: Which formula does entry 2 have?
Answer: CH3ClN2O2